Entry from the OMol25 dataset: a structure of composition C20H40GeN6OS2SeTl (ωB97M-V with the def2-TZVPD basis set).

```
72
Properties=species:S:1:pos:R:3:forces:R:3
Tl 0.2383 0.8424 -1.6494 -0.04 0.08 -0.31
N -1.2822 -0.4505 1.5921 -0.50 -0.01 -0.57
C -0.3915 0.3817 2.0497 0.48 0.25 0.14
N 0.3820 1.1398 1.2297 -0.41 -0.26 0.13
C 1.1689 1.9351 1.9416 0.13 0.22 0.20
C 2.0582 2.9118 1.3889 -0.17 -0.24 0.05
C 2.7831 3.6763 2.2426 0.09 0.08 0.31
C 2.6690 3.5119 3.6559 0.00 0.04 -0.15
C 1.8178 2.5681 4.2313 0.01 0.01 -0.03
C 1.0706 1.7909 3.3812 0.11 0.15 -0.25
S -0.1003 0.5802 3.7707 -0.08 -0.04 -0.11
H -1.5621 -0.4346 0.5735 0.14 0.02 0.30
H -1.8942 -0.9257 2.2410 0.03 -0.09 -0.02
H 2.1123 3.0498 0.3181 -0.02 -0.03 0.01
H 3.4517 4.4339 1.8570 0.00 0.01 0.03
H 3.2525 4.1541 4.3031 0.02 -0.02 0.00
H 1.7435 2.4685 5.3056 0.02 0.03 0.00
C -2.2709 5.2322 -4.4229 0.06 0.05 0.01
N -1.2445 4.5182 -3.6743 0.05 -0.05 0.01
C -1.0703 4.5932 -2.3539 -0.07 0.04 -0.18
S 0.2084 3.7089 -1.6092 -0.08 0.01 0.09
N -1.8860 5.3848 -1.6653 0.06 -0.03 0.12
C -1.8466 5.6000 -0.2239 0.02 0.01 -0.04
H -2.2404 4.8965 -5.4545 0.00 0.00 0.00
H -2.1018 6.3115 -4.4127 0.00 -0.01 0.01
H -3.2610 5.0129 -4.0217 -0.01 -0.02 0.00
H -0.5230 4.0327 -4.1811 -0.03 0.00 0.01
H -2.4817 6.0068 -2.1906 -0.05 -0.03 -0.01
H -1.1705 6.4149 0.0325 0.02 0.00 -0.01
H -1.5088 4.6918 0.2660 -0.02 -0.01 -0.01
H -2.8493 5.8479 0.1142 -0.01 0.01 0.01
C 4.4440 -3.4225 3.1143 0.10 0.01 0.06
Ge 3.7570 -4.6996 1.8341 -0.07 0.20 -0.16
C 4.8141 -6.2686 1.5021 0.04 -0.10 0.01
C 1.8418 -4.9384 1.9510 -0.07 -0.08 0.04
C 3.9005 -3.7468 -0.0779 0.13 -0.03 -0.12
Se 3.4231 -1.9623 -0.0204 0.06 -0.08 -0.01
C 5.1702 -1.1634 0.1671 0.04 0.00 0.02
H 4.2619 -3.8016 4.1209 0.01 0.01 0.00
H 3.9375 -2.4613 3.0183 0.00 0.01 0.05
H 5.5193 -3.2835 3.0044 -0.01 0.02 0.02
H 4.7561 -6.9225 2.3738 0.02 -0.02 -0.02
H 5.8569 -6.0052 1.3335 0.01 -0.03 0.00
H 4.4269 -6.8071 0.6383 0.04 -0.04 0.01
H 1.5729 -5.2881 2.9483 -0.02 0.01 -0.01
H 1.5072 -5.6818 1.2282 -0.03 0.02 0.00
H 1.3270 -3.9948 1.7641 -0.03 -0.01 0.03
H 3.1952 -4.3191 -0.6784 -0.03 -0.01 0.05
H 4.9321 -3.8760 -0.4010 -0.01 -0.02 0.01
H 5.6765 -1.6354 1.0068 0.00 0.01 0.01
H 5.0451 -0.0993 0.3440 -0.02 0.00 0.01
H 5.7197 -1.3349 -0.7564 0.00 0.00 0.00
C -1.9334 -2.6104 -2.2628 -0.03 -0.01 0.07
N -3.1735 -2.0049 -1.8035 -0.02 -0.12 -0.04
C -4.2678 -2.9458 -1.5596 0.05 0.01 -0.05
C -3.1939 -0.7148 -1.4125 0.26 0.27 0.00
O -2.1104 -0.1274 -1.0643 -0.07 -0.23 0.26
N -4.3568 -0.0476 -1.3929 -0.16 0.07 0.01
C -5.4988 -0.3750 -2.2493 0.03 0.02 0.05
C -4.4685 1.2275 -0.6939 0.02 -0.06 -0.02
H -2.1395 -3.2253 -3.1382 -0.02 -0.02 0.00
H -1.4949 -3.2501 -1.4916 0.01 0.01 0.01
H -1.2193 -1.8421 -2.5398 0.00 0.02 -0.01
H -3.8617 -3.8180 -1.0458 0.01 0.00 0.01
H -4.7300 -3.2850 -2.4864 -0.01 0.02 -0.01
H -5.0233 -2.4975 -0.9230 0.00 0.00 0.01
H -5.2134 -1.0939 -3.0095 0.01 0.01 -0.01
H -5.8215 0.5389 -2.7467 0.00 0.01 -0.01
H -6.3393 -0.7643 -1.6755 0.00 -0.01 0.01
H -3.5843 1.4043 -0.0914 0.00 -0.02 0.01
H -5.3504 1.2142 -0.0533 -0.02 0.00 -0.02
H -4.5756 2.0436 -1.4103 0.01 0.01 -0.01
```
Forces are in eV/Å.

HOMO-LUMO gap (alpha / beta)	4.769 / 5.043	eV
relative energy (zero: lowest compared OMol25 entry of this formula, charge and spin)	11.19	kcal/mol
E_LUMO (alpha / beta)	-10.7 / -10.5	eV
total charge	+3

***

Entry from the OMol25 dataset: a cluster of 3 separate species, C20H40NO2S in total (ωB97M-V with the def2-TZVPD basis set).

```
64
Properties=species:S:1:pos:R:3:forces:R:3
C -0.8923 4.2592 1.8247 0.06 -0.13 -0.05
C -1.4759 4.1336 0.4215 -0.13 0.21 0.30
C -2.2085 2.8273 0.1201 0.16 0.04 -0.22
C -1.3738 1.5336 -0.0194 0.39 0.14 0.05
C 0.0447 1.8050 -0.5384 -0.49 -0.02 -0.12
C -1.4391 0.5519 1.1744 -0.07 0.07 0.11
C -0.4355 -0.6051 1.0621 -0.36 -0.22 -0.14
S 1.1488 -0.1894 1.8120 0.19 0.14 -0.10
C 1.9906 -1.8059 1.7502 -0.05 0.06 0.42
C 2.1336 -2.4064 3.1481 -0.13 0.34 -0.22
C -1.5564 1.0426 2.6312 -0.02 -0.57 0.47
C -3.0560 1.2411 2.9221 0.31 -0.36 -0.29
C -3.6544 0.3265 1.9157 -0.12 0.09 -0.17
N -2.8133 -0.0485 1.0403 0.18 -0.10 0.04
H -0.6645 5.2951 2.0615 0.06 0.08 -0.02
H -1.5947 3.9038 2.5799 -0.06 0.07 0.05
H 0.0316 3.6910 1.9326 0.05 -0.05 0.05
H -0.7005 4.3276 -0.3151 0.06 -0.03 -0.09
H -2.2051 4.9348 0.2916 -0.06 0.02 -0.05
H -3.0070 2.7251 0.8529 -0.11 -0.11 -0.02
H -2.7126 2.9639 -0.8376 -0.07 0.02 -0.05
H -1.8513 0.9462 -0.8021 -0.07 0.03 -0.22
H 0.7197 2.1557 0.2326 0.16 0.06 0.02
H -0.0239 2.5544 -1.3232 0.07 0.10 -0.04
H 0.4421 0.9125 -1.0124 0.26 -0.08 0.15
H -0.8704 -1.4630 1.5813 0.09 -0.05 0.14
H -0.3203 -0.8949 0.0169 0.08 0.05 -0.08
H 2.9625 -1.6102 1.3074 0.06 -0.12 -0.14
H 1.4307 -2.4674 1.0950 -0.04 0.03 -0.16
H 2.4215 -3.4521 3.0960 0.10 -0.09 0.05
H 1.1907 -2.3085 3.6818 -0.09 -0.20 0.07
H 2.8731 -1.8477 3.7161 0.11 -0.07 0.08
H -1.2732 0.1830 3.2449 0.15 0.01 -0.01
H -0.8819 1.8257 2.9504 -0.14 0.32 -0.32
H -3.4302 2.2463 2.7367 -0.13 0.08 0.26
H -3.3311 0.9001 3.9170 -0.10 0.29 0.17
H -4.6843 -0.0011 1.8650 -0.08 -0.01 0.03
H -3.0219 -0.6280 0.2295 -0.14 0.03 -0.19
C 5.4890 -2.0079 -0.8142 0.02 0.05 0.01
C 6.6521 -2.3742 -1.7342 -0.02 -0.04 0.00
C 7.7872 -2.5538 -0.7340 -0.01 0.05 0.01
O 7.1840 -3.0306 0.4719 0.00 0.02 0.00
C 5.7699 -2.8926 0.3948 -0.01 -0.06 -0.02
H 4.5083 -2.1915 -1.2529 0.00 -0.02 -0.02
H 5.5480 -0.9532 -0.5349 0.00 0.00 0.00
H 6.4448 -3.3163 -2.2456 0.00 0.00 0.00
H 6.8711 -1.6190 -2.4869 0.00 0.02 0.01
H 8.2888 -1.6031 -0.5267 0.00 0.00 -0.03
H 8.5356 -3.2747 -1.0619 0.01 -0.02 0.02
H 5.3233 -3.8862 0.2713 -0.05 0.02 0.00
H 5.4064 -2.4656 1.3325 0.03 -0.01 0.02
C -5.0009 -0.1863 -3.5678 0.02 0.08 0.00
C -3.7588 -0.5489 -4.3799 -0.02 -0.08 0.05
C -2.6405 -0.2477 -3.3947 0.09 0.06 -0.08
O -3.1837 -0.5049 -2.0872 -0.10 -0.06 0.33
C -4.6093 -0.6645 -2.1784 -0.03 -0.08 -0.08
H -5.9122 -0.6576 -3.9289 0.00 -0.02 -0.01
H -5.1517 0.8949 -3.5693 -0.01 0.00 0.01
H -3.7678 -1.6112 -4.6290 0.01 0.00 0.00
H -3.6621 0.0166 -5.3039 -0.01 0.02 0.00
H -2.3335 0.8021 -3.4464 -0.01 -0.01 0.00
H -1.7614 -0.8749 -3.5390 0.00 -0.01 0.05
H -4.8550 -1.7214 -2.0364 -0.01 0.00 -0.01
H -5.0828 -0.0852 -1.3816 0.02 0.03 0.01
```
Forces are in eV/Å.

HOMO-LUMO gap	7.437	eV
E_LUMO	-3.6	eV
total charge	+1

***

Number 1: E_tot -180579.659 eV. Number 2: E_tot -37802.328 eV.